A molecular structure, C35H59AsFeN7O2S6Sb. Source: the OMol25 dataset; level of theory: ωB97M-V/def2-TZVPD.

XYZ file:
```
112
Properties=species:S:1:pos:R:3
Fe -1.727 -0.808 0.165
C -2.171 -0.614 4.317
N -3.029 0.220 3.509
C -4.308 0.587 4.084
C -4.585 1.980 3.503
N -3.434 2.281 2.657
C -2.722 3.523 2.926
C -2.656 1.098 2.543
N -1.827 0.905 1.566
C -1.718 2.078 0.697
C -1.126 1.798 -0.671
N -1.760 0.769 -1.476
C -2.481 1.106 -2.492
N -2.753 0.358 -3.598
C -2.250 -0.943 -3.961
C -3.511 1.074 -4.590
C -3.720 2.452 -3.964
N -3.057 2.384 -2.666
C -3.808 2.919 -1.532
H -1.217 -0.754 3.825
H -2.014 -0.130 5.295
H -2.641 -1.586 4.467
H -4.243 0.593 5.178
H -5.055 -0.147 3.775
H -4.703 2.726 4.293
H -5.490 1.981 2.892
H -3.287 4.108 3.652
H -2.622 4.136 2.026
H -1.720 3.350 3.334
H -1.052 2.819 1.158
H -2.711 2.517 0.588
H -0.101 1.455 -0.513
H -1.093 2.757 -1.206
H -1.882 -1.440 -3.067
H -1.444 -0.868 -4.701
H -3.065 -1.542 -4.373
H -4.453 0.556 -4.801
H -2.944 1.139 -5.526
H -4.781 2.684 -3.848
H -3.267 3.239 -4.575
H -4.673 3.470 -1.901
H -3.195 3.616 -0.956
H -4.156 2.116 -0.877
S -5.161 -2.761 2.699
As -3.784 -2.371 1.130
S -1.697 -2.541 1.743
S -4.241 -0.461 0.217
S -4.100 -3.914 -0.421
C 2.575 -1.431 5.421
C 2.632 -0.219 4.498
C 1.954 0.973 5.169
Sb 1.497 -0.527 2.548
C 2.756 0.929 1.426
C 2.151 2.322 1.584
C 4.245 0.963 1.742
C 2.410 -2.477 1.973
C 1.826 -3.612 2.810
C 3.933 -2.519 1.958
H 2.916 -1.174 6.434
H 3.212 -2.237 5.056
H 1.552 -1.811 5.502
H 3.682 0.033 4.323
H 0.892 0.762 5.330
H 2.023 1.872 4.552
H 2.403 1.201 6.146
H 2.618 0.617 0.394
H 2.321 2.716 2.591
H 1.075 2.302 1.400
H 2.603 3.017 0.867
H 4.421 1.219 2.789
H 4.744 1.721 1.124
H 4.715 0.002 1.541
H 2.042 -2.596 0.955
H 2.166 -3.575 3.846
H 2.127 -4.578 2.388
H 0.739 -3.582 2.806
H 4.358 -2.114 2.881
H 4.322 -1.954 1.110
H 4.282 -3.554 1.852
O -1.711 -4.236 -2.188
S -1.873 -3.564 -0.879
N -1.778 -2.029 -1.066
O 0.470 -0.714 0.016
S 1.518 -1.162 -1.074
C 1.748 -3.506 -2.237
C 1.935 -3.394 -3.621
C 3.209 -3.113 -4.192
C 3.383 -3.045 -5.558
C 2.308 -3.226 -6.427
C 1.041 -3.476 -5.888
C 0.850 -3.557 -4.528
C 1.237 -0.118 -2.568
C 1.957 1.203 -2.525
C 3.294 1.283 -2.131
C 3.930 2.507 -2.003
C 3.242 3.686 -2.262
C 1.927 3.619 -2.695
C 1.294 2.390 -2.828
H 0.797 -3.837 -1.859
H 2.602 -3.600 -1.579
H 4.053 -2.966 -3.526
H 4.371 -2.853 -5.965
H 2.458 -3.183 -7.500
H 0.197 -3.616 -6.556
H -0.125 -3.785 -4.111
H 0.158 0.002 -2.637
H 1.595 -0.751 -3.385
H 3.821 0.367 -1.897
H 4.963 2.545 -1.677
H 3.727 4.644 -2.120
H 1.382 4.529 -2.921
H 0.262 2.350 -3.157
```

Computed properties:
Frontier orbital gap (spin up / spin down) ... 5.101 / 5.690 eV
LUMO (spin up / spin down) ... 3.98 / 3.98 eV
Net charge ... -2
E_HOMO (spin up / spin down) ... -1.117 / -1.708 eV
Multiplicity ... 5

Löwdin atomic charge list, values in e, 6 entries:
1. Fe 0.14
2. C -0.11
3. N -0.09
4. C -0.14
5. C -0.13
6. N -0.11